{"formula": "C32H92N20O16", "method": "wB97M-V/def2-TZVPD", "elements": ["C", "O", "C", "C", "N", "C", "C", "O", "C", "H", "H", "H", "H", "H", "H", "H", "H", "H", "H", "H", "H", "H", "H", "H", "C", "O", "C", "C", "N", "C", "C", "O", "C", "H", "H", "H", "H", "H", "H", "H", "H", "H", "H", "H", "H", "H", "H", "H", "C", "O", "C", "C", "N", "C", "C", "O", "C", "H", "H", "H", "H", "H", "H", "H", "H", "H", "H", "H", "H", "H", "H", "H", "C", "O", "C", "C", "N", "C", "C", "O", "C", "H", "H", "H", "H", "H", "H", "H", "H", "H", "H", "H", "H", "H", "H", "H", "N", "C", "N", "O", "H", "H", "H", "H", "N", "C", "N", "O", "H", "H", "H", "H", "N", "C", "N", "O", "H", "H", "H", "H", "N", "C", "N", "O", "H", "H", "H", "H", "N", "C", "N", "O", "H", "H", "H", "H", "N", "C", "N", "O", "H", "H", "H", "H", "N", "C", "N", "O", "H", "H", "H", "H", "N", "C", "N", "O", "H", "H", "H", "H"], "xyz": [[-8.6458, -20.7095, 0.9364], [-8.4964, -20.6177, -0.4928], [-7.4444, -21.3994, -1.0329], [-6.0538, -21.0361, -0.4838], [-5.4110, -19.9110, -1.1626], [-6.0058, -18.6647, -0.7226], [-5.5450, -18.3719, 0.7563], [-4.1559, -18.4381, 0.7782], [-3.5437, -18.1552, 2.0544], [-8.7248, -21.7268, 1.3197], [-9.5732, -20.2524, 1.2816], [-7.8628, -20.2575, 1.5453], [-7.3652, -21.3663, -2.1195], [-7.7732, -22.4344, -0.9388], [-5.3729, -21.8639, -0.6816], [-6.0295, -20.9914, 0.6050], [-4.4822, -19.7617, -0.7950], [-7.0878, -18.5733, -0.8170], [-5.6228, -17.8711, -1.3642], [-6.0104, -19.0270, 1.4928], [-5.8571, -17.3542, 0.9910], [-2.4916, -17.8707, 2.0416], [-3.7249, -18.9541, 2.7735], [-3.8875, -17.2635, 2.5786], [2.8770, -18.5028, 7.7256], [3.5455, -17.4394, 8.3816], [3.1710, -17.3105, 9.7738], [4.0137, -16.1879, 10.5157], [3.8646, -16.2463, 12.0189], [4.8593, -15.4202, 12.5578], [6.3580, -15.8897, 12.3585], [7.1673, -14.9649, 13.1161], [8.3463, -15.6260, 13.6137], [3.3581, -18.7990, 6.7934], [1.8451, -18.2001, 7.5475], [2.7923, -19.3920, 8.3503], [3.4554, -18.2280, 10.2889], [2.0943, -17.1880, 9.8911], [3.7103, -15.1969, 10.1781], [5.0402, -16.2338, 10.1518], [3.0127, -15.8777, 12.4169], [4.5411, -15.3398, 13.5972], [4.7591, -14.3978, 12.1933], [6.6641, -15.8467, 11.3133], [6.4986, -16.9100, 12.7153], [9.0968, -14.9280, 13.9848], [8.9771, -16.1156, 12.8717], [8.2043, -16.3550, 14.4115], [0.0332, -15.0494, 7.1027], [0.6425, -14.3449, 5.9814], [1.4170, -15.1078, 5.1054], [2.3922, -14.1815, 4.3128], [1.7296, -13.3513, 3.3228], [2.5830, -12.4330, 2.7253], [3.8908, -12.9532, 2.0355], [3.6917, -13.6758, 0.8303], [4.8135, -14.4840, 0.4686], [-0.6014, -14.3445, 7.6398], [0.8141, -15.4806, 7.7290], [-0.7265, -15.7888, 6.8491], [0.9328, -15.7274, 4.3506], [2.0901, -15.7056, 5.7199], [3.1342, -14.8178, 3.8303], [2.9563, -13.5352, 4.9853], [0.9905, -12.8022, 3.7378], [2.8773, -11.7064, 3.4827], [2.0713, -11.8353, 1.9709], [4.4652, -13.4130, 2.8397], [4.4947, -12.1140, 1.6904], [5.1397, -15.1042, 1.3035], [5.7378, -13.9235, 0.3286], [4.5871, -15.0873, -0.4104], [-6.7512, -29.0668, 7.8450], [-6.0556, -27.8833, 8.1377], [-6.8824, -26.7761, 8.4152], [-6.0477, -25.5553, 8.7912], [-4.9630, -25.3794, 7.8223], [-4.2891, -24.0938, 7.9356], [-3.3476, -23.9254, 6.7433], [-2.5850, -22.7073, 6.8228], [-1.5293, -22.6985, 5.8690], [-6.0548, -29.8994, 7.7450], [-7.1930, -28.9054, 6.8617], [-7.4492, -29.4461, 8.5912], [-7.6065, -27.0802, 9.1710], [-7.4209, -26.3628, 7.5624], [-5.7671, -25.6111, 9.8430], [-6.7319, -24.7088, 8.7319], [-5.2034, -25.8620, 6.9683], [-3.7270, -24.2359, 8.8586], [-4.9243, -23.2108, 8.0059], [-3.9253, -23.7936, 5.8284], [-2.7092, -24.8052, 6.6619], [-1.9037, -22.9179, 4.8692], [-0.7552, -23.4219, 6.1252], [-1.1280, -21.6858, 5.9074], [4.3956, -18.7737, 4.3421], [4.3784, -17.7443, 3.6145], [3.3596, -17.7870, 2.8251], [5.2805, -16.9378, 3.5895], [3.6170, -19.4063, 4.4592], [5.3034, -19.0392, 4.6963], [2.6865, -18.5398, 2.8427], [3.1902, -17.0544, 2.1508], [-4.0968, -15.2195, 4.3404], [-2.7546, -15.0253, 4.3321], [-2.3902, -14.1636, 5.2095], [-2.0509, -15.6843, 3.5710], [-4.6493, -14.9482, 5.1412], [-4.6170, -15.6976, 3.6187], [-1.3903, -14.0310, 5.2628], [-3.0555, -13.4406, 5.4435], [0.1559, -19.3062, 10.6634], [-0.1354, -19.3760, 9.3452], [-0.7154, -18.2445, 8.9431], [-0.0726, -20.3520, 8.6574], [-0.1207, -18.5301, 11.2475], [0.6709, -20.0885, 11.0414], [-1.0197, -18.2926, 7.9813], [-0.5399, -17.4276, 9.5105], [4.0909, -21.7989, 6.8378], [2.9205, -22.0806, 6.3688], [2.0206, -22.3212, 7.3046], [2.6338, -21.9308, 5.2113], [4.1764, -22.0208, 7.8194], [4.8052, -21.5288, 6.1768], [2.3409, -22.2549, 8.2602], [1.0789, -22.3719, 6.9433], [-0.7255, -18.0864, 4.1827], [-0.4953, -18.5589, 5.3626], [0.4661, -19.3425, 5.3454], [-1.2057, -18.2628, 6.3449], [-0.0859, -18.4040, 3.4684], [-1.3814, -17.3326, 4.0353], [0.7321, -19.7230, 6.2424], [0.8226, -19.7324, 4.4846], [2.3168, -16.1238, 0.2576], [1.1718, -16.5675, 0.8116], [0.7588, -15.7127, 1.7360], [0.5787, -17.5139, 0.4275], [2.7516, -15.3276, 0.7015], [2.8245, -16.5449, -0.5072], [-0.1846, -15.8882, 2.0513], [1.1910, -14.8706, 2.0882], [0.4026, -20.5169, 0.9181], [1.1869, -20.5598, 1.9275], [1.4180, -21.7382, 2.3754], [1.4829, -19.6658, 2.5688], [-0.0891, -21.3724, 0.7025], [0.1185, -19.5884, 0.6401], [1.1881, -22.5580, 1.8321], [1.8320, -21.8108, 3.2938], [-4.4997, -18.4451, 5.3950], [-4.5330, -19.7253, 5.7013], [-3.4327, -19.9781, 6.3267], [-5.4226, -20.5069, 5.3944], [-5.2196, -18.1042, 4.7740], [-3.5911, -18.0052, 5.4269], [-3.1938, -20.9494, 6.4667], [-2.7688, -19.2337, 6.4853]], "lowdin_charge": [-0.10, -0.19, -0.21, -0.21, -0.05, -0.18, -0.23, -0.18, -0.07, 0.09, 0.09, 0.06, 0.12, 0.11, 0.12, 0.10, 0.09, 0.11, 0.11, 0.10, 0.11, 0.07, 0.08, 0.04, -0.11, -0.19, -0.18, -0.15, -0.08, -0.26, -0.18, -0.19, -0.12, 0.07, 0.06, 0.07, 0.11, 0.09, 0.11, 0.10, 0.11, 0.12, 0.11, 0.11, 0.12, 0.08, 0.08, 0.08, -0.07, -0.21, -0.20, -0.17, -0.09, -0.23, -0.19, -0.21, -0.10, 0.08, 0.08, 0.06, 0.10, 0.12, 0.11, 0.12, 0.12, 0.12, 0.12, 0.11, 0.12, 0.08, 0.09, 0.09, -0.12, -0.19, -0.24, -0.22, -0.07, -0.19, -0.19, -0.23, -0.10, 0.08, 0.09, 0.08, 0.12, 0.12, 0.11, 0.11, 0.11, 0.12, 0.12, 0.13, 0.12, 0.09, 0.08, 0.07, 0.17, -0.83, 0.20, 0.02, 0.09, 0.12, 0.05, 0.08, 0.16, -0.70, 0.20, 0.01, 0.11, 0.09, 0.10, 0.13, 0.15, -0.76, 0.17, 0.04, 0.10, 0.11, 0.04, 0.10, 0.18, -0.79, 0.19, 0.02, 0.12, 0.13, 0.11, 0.09, 0.23, -0.74, 0.24, -0.05, 0.10, 0.06, 0.10, 0.09, 0.16, -0.76, 0.20, 0.06, 0.05, 0.12, 0.08, 0.07, 0.22, -0.85, 0.20, 0.05, 0.12, 0.09, 0.12, 0.08, 0.15, -0.78, 0.20, 0.01, 0.10, 0.08, 0.08, 0.07], "lumo_energy_ha": 0.00963, "homo_ev": -8.2524, "max_force_ev_per_a": 11.01, "smiles": "COCCNCCOC.COCCNCCOC.COCCNCCOC.COCCNCCOC.NC(N)=O.NC(N)=O.NC(N)=O.NC(N)=O.NC(N)=O.NC(N)=O.NC(N)=O.NC(N)=O", "gap_ha": 0.3129, "relative_energy_kj_mol": 504.2, "multiplicity": 1}